No. 1
The following is a DFT calculation (ωB97M-V with the def2-TZVPD basis set) of a 2-piece molecular cluster, C6H17N2O3 overall.

```
28
C6H17N2O3 | the Open Molecules 2025 dataset | ωB97M-V with the def2-TZVPD basis set
H 0.495 2.388 1.269
H -2.384 1.210 -1.012
C -2.461 0.197 -0.430
H 2.850 -1.535 0.619
H -3.352 -0.321 -1.006
O 0.218 0.787 0.392
C 0.883 2.060 0.246
C 2.383 1.911 0.217
H -0.008 -3.120 0.860
O -1.252 -0.436 -0.934
H 1.619 -0.719 1.097
H -2.645 -0.710 1.506
H -0.744 -2.992 -0.690
H -3.587 0.891 1.312
H 1.358 -2.387 -1.140
H 2.714 1.546 -0.767
H 0.505 2.546 -0.646
C 0.978 -1.870 -0.382
C -2.714 0.292 1.075
N -0.332 -2.485 0.098
C 0.021 0.057 -0.795
H -0.925 -1.645 0.174
H 2.789 1.368 1.002
H -1.984 0.828 1.660
N 1.879 -1.609 0.686
O 0.533 0.646 -1.886
H 2.959 2.790 0.243
H 0.207 0.308 -2.768
```

E_tot (hartree): -573.6729
ΔE to the lowest compared entry with this formula, charge and spin (kJ/mol): 386.5
Gap between HOMO and LUMO (eV): 9.39
Highest occupied orbital energy (eV): -12.15
E_LUMO (eV): -2.8
Total charge: +1

Atomic charges from the Mulliken analysis, expressed in e, are listed below:
1 H 0.25
2 H 0.31
3 C -0.19
4 H 0.32
5 H 0.26
6 O -0.31
7 C -0.16
8 C -1.27
9 H 0.36
10 O -0.48
11 H 0.18
12 H 0.33
13 H 0.36
14 H 0.40
15 H 0.63
16 H 0.29
17 H 0.36
18 C -0.61
19 C -1.06
20 N -0.19
21 C 0.72
22 H 0.19
23 H 0.34
24 H 0.25
25 N -0.57
26 O -0.54
27 H 0.44
28 H 0.39

No. 2
The following is a DFT calculation (ωB97M-V with the def2-TZVPD basis set) of one molecule with the formula C6H17N2OP.

```
27
C6H17N2OP | the Open Molecules 2025 dataset | ωB97M-V with the def2-TZVPD basis set
C -2.617 -1.030 0.506
H -0.993 1.157 -1.484
N 0.356 -1.494 -1.211
H 3.751 0.805 -1.254
H 0.273 -0.995 -2.048
H 2.724 -0.158 1.463
H -2.563 -1.468 1.512
H -3.674 -0.827 0.407
H 1.110 1.354 -0.519
H -2.474 -2.053 -0.039
H 2.701 1.565 1.264
H -1.935 -0.255 -1.864
H 2.968 -0.620 -0.999
C 3.562 0.185 -0.423
H 4.523 -0.102 -0.113
H -2.571 1.298 -1.265
C -1.785 0.560 -1.174
H -2.447 1.028 1.959
C -1.557 0.081 0.252
C -1.568 1.192 1.259
H 0.285 -2.451 -1.293
P 0.133 -0.752 0.230
H -0.568 1.274 1.737
N 1.184 0.619 0.185
O 0.487 -1.624 1.311
C 2.571 0.575 0.692
H -1.875 2.136 0.908
```

E_tot (hartree): -764.9370
ΔE to the lowest compared entry with this formula, charge and spin (kJ/mol): 38.7
Gap between HOMO and LUMO (eV): 9.89
Highest occupied orbital energy (eV): -9.17
E_LUMO (eV): 0.7
SMILES: CCN[P@@](N)(=O)C(C)(C)C

Atomic charges from the Mulliken analysis, expressed in e, are listed below:
1 C -1.76
2 H 0.53
3 N -0.41
4 H 0.35
5 H 0.23
6 H 0.33
7 H 0.46
8 H 0.43
9 H 0.24
10 H 0.33
11 H 0.31
12 H 0.40
13 H 0.21
14 C -1.02
15 H 0.36
16 H 0.49
17 C -2.16
18 H 0.39
19 C 1.93
20 C -1.48
21 H 0.19
22 P 0.67
23 H 0.28
24 N -0.19
25 O -0.83
26 C -0.62
27 H 0.34

No. 3
The following is a DFT calculation (ωB97M-V with the def2-TZVPD basis set) of an isolated ion of composition C6H17N4 and charge +1.

```
27
C6H17N4 | the Open Molecules 2025 dataset | ωB97M-V with the def2-TZVPD basis set
N -0.319 2.584 1.208
H -2.894 -2.286 -1.072
H -1.750 -0.059 1.356
H -2.595 -0.030 -1.037
H 0.844 1.261 -2.587
C -0.502 1.641 0.203
H 2.690 -1.489 1.836
N 1.897 -1.358 1.217
C 1.413 0.580 -2.126
H -0.803 2.142 -0.667
H -0.136 -0.481 -1.544
H 2.363 1.099 -1.681
H 1.048 0.137 2.352
H 1.519 -0.921 -0.964
H -1.294 -2.544 -0.149
C 0.233 0.348 0.184
H 1.167 -2.004 1.493
C -2.244 -2.006 -0.304
C -1.216 0.114 0.331
C 1.297 0.018 1.297
H -2.637 -2.014 0.618
N -1.854 -0.630 -0.722
H -1.204 3.049 1.331
H 2.155 0.756 1.199
H 0.199 2.385 2.067
N 0.774 -0.231 -1.074
H 1.850 -0.062 -2.768
```

E_tot (hartree): -457.4888
ΔE to the lowest compared entry with this formula, charge and spin (kJ/mol): 107.0
Gap between HOMO and LUMO (eV): 9.87
Highest occupied orbital energy (eV): -12.29
E_LUMO (eV): -2.4
Total charge: +1
SMILES: CN[C@@H]1[C@@H](N)[C@]1(CN)[NH2+]C

Atomic charges from the Mulliken analysis, expressed in e, are listed below:
1 N -0.52
2 H 0.36
3 H 0.30
4 H 0.26
5 H 0.44
6 C -0.80
7 H 0.27
8 N -0.60
9 C -1.13
10 H 0.39
11 H 0.50
12 H 0.32
13 H 0.45
14 H 0.49
15 H 0.26
16 C 0.53
17 H 0.19
18 C -0.90
19 C -0.18
20 C -1.07
21 H 0.40
22 N -0.41
23 H 0.27
24 H 0.38
25 H 0.22
26 N 0.13
27 H 0.46

No. 4
The following is a DFT calculation (ωB97M-V with the def2-TZVPD basis set) of a 5-piece molecular cluster, C6H17NO overall.

```
25
C6H17NO | the Open Molecules 2025 dataset | ωB97M-V with the def2-TZVPD basis set
H 1.302 1.789 -1.318
H 1.405 0.719 0.115
C -0.164 2.427 0.247
H -1.135 0.463 0.561
N 0.822 -1.832 -0.824
H -0.429 3.412 0.489
O -0.607 -1.751 1.330
C 0.288 2.262 -1.131
H 0.997 -0.683 -2.546
H -0.974 -2.839 -1.090
H -0.948 -2.506 1.741
H 0.549 -3.695 -1.541
H -1.653 2.020 2.794
C -0.018 -2.767 -1.571
C 0.610 -0.580 -1.448
H -0.099 3.030 -1.836
C -0.538 1.302 1.003
H -0.456 -0.386 -1.585
C -0.776 1.405 2.576
H 0.192 1.821 2.902
H 0.929 -0.056 1.390
H 1.078 0.310 -0.856
H -0.903 0.414 3.023
H -0.067 -2.453 -2.595
H 0.593 -1.824 0.171
```

E_tot (hartree): -368.3212
ΔE to the lowest compared entry with this formula, charge and spin (kJ/mol): 1259.3
Gap between HOMO and LUMO (eV): 4.88
Highest occupied orbital energy (eV): -7.31
E_LUMO (eV): -2.4

Atomic charges from the Mulliken analysis, expressed in e, are listed below:
1 H 0.61
2 H 0.73
3 C 0.08
4 H 0.39
5 N -0.37
6 H 0.44
7 O -0.87
8 C -0.74
9 H 0.30
10 H 0.30
11 H 0.10
12 H 0.32
13 H 0.40
14 C -1.04
15 C -0.54
16 H 0.31
17 C -0.30
18 H 0.43
19 C -1.06
20 H 0.33
21 H 0.23
22 H -1.10
23 H 0.25
24 H 0.42
25 H 0.41

No. 5
The following is a DFT calculation (ωB97M-V with the def2-TZVPD basis set) of a 2-piece molecular cluster, C6H17NO overall.

```
25
C6H17NO | the Open Molecules 2025 dataset | ωB97M-V with the def2-TZVPD basis set
H -0.422 0.943 1.313
C -0.154 0.388 -1.316
H 0.452 -2.037 0.992
H 0.450 2.054 -0.144
H 0.142 -2.430 -0.736
H 1.340 0.747 3.388
C -0.915 -0.002 1.057
H 0.910 2.213 -1.777
N -0.309 -0.482 -0.165
H 1.919 1.173 -0.784
C 0.144 -0.395 -2.596
H -3.105 0.278 1.626
C 0.905 1.494 -0.960
H 1.489 -0.162 2.040
H -2.735 -0.678 0.231
O 1.912 0.359 2.710
C -2.450 0.232 0.766
H -0.673 -0.927 -3.076
H 0.969 -1.080 -2.448
H 1.561 -1.612 -0.312
H 0.499 0.376 -3.285
H -0.747 -0.545 1.985
H -1.106 0.914 -1.382
H -2.501 1.079 0.095
C 0.519 -1.680 -0.031
```

E_tot (hartree): -368.4754
ΔE to the lowest compared entry with this formula, charge and spin (kJ/mol): 47.5
Gap between HOMO and LUMO (alpha / beta) (eV): 12.33 / 8.14
Highest occupied orbital energy (alpha / beta) (eV): -15.05 / -15.06
2S+1: 2
E_LUMO (alpha / beta) (eV): -2.7 / -6.9
Total charge: +1

Atomic charges from the Mulliken analysis, expressed in e, are listed below:
1 H 0.36
2 C 0.54
3 H 0.51
4 H 0.40
5 H 0.38
6 H 0.32
7 C -0.67
8 H 0.44
9 N 0.43
10 H 0.33
11 C -1.40
12 H 0.39
13 C -1.27
14 H 0.30
15 H 0.34
16 O -0.63
17 C -1.25
18 H 0.36
19 H 0.42
20 H 0.42
21 H 0.40
22 H 0.59
23 H 0.05
24 H 0.35
25 C -1.10

No. 6
The following is a DFT calculation (ωB97M-V with the def2-TZVPD basis set) of a 3-piece molecular cluster, C6H17NO2 overall.

```
26
C6H17NO2 | the Open Molecules 2025 dataset | ωB97M-V with the def2-TZVPD basis set
H -0.515 1.266 2.161
H 1.940 2.600 -1.381
H 1.850 -1.877 0.277
C -2.130 -1.354 -0.414
C -0.990 0.810 -0.477
H -0.908 -1.191 1.585
C 0.928 2.346 -1.386
H 2.398 0.238 -1.404
H -2.824 -0.776 0.235
O -0.820 2.244 2.385
H 1.098 1.038 0.339
C 0.869 -2.190 0.791
H -1.601 1.239 0.327
H -0.220 -1.150 -1.245
O 3.064 -0.189 -0.942
C -0.766 -0.733 -0.405
H 2.883 -0.088 -0.100
N -0.078 -1.019 0.912
H -2.705 -1.366 -1.426
H 0.282 2.757 -2.095
H -2.208 -2.454 -0.084
H -0.306 2.841 1.955
C 0.405 1.458 -0.466
H 1.321 -2.397 1.707
H -1.521 1.137 -1.299
H 0.552 -3.190 0.451
```

E_tot (hartree): -443.9374
ΔE to the lowest compared entry with this formula, charge and spin (kJ/mol): 271.9
Gap between HOMO and LUMO (eV): 10.36
Highest occupied orbital energy (eV): -9.51
E_LUMO (eV): 0.9
SMILES: C=CC[C@H](C)NC.O.O

Atomic charges from the Mulliken analysis, expressed in e, are listed below:
1 H 0.34
2 H 0.39
3 H 0.21
4 C -1.47
5 C -1.26
6 H 0.35
7 C -1.00
8 H 0.32
9 H 0.38
10 O -0.67
11 H 0.44
12 C -0.93
13 H 0.40
14 H 0.30
15 O -0.62
16 C 0.49
17 H 0.31
18 N -0.28
19 H 0.33
20 H 0.30
21 H 0.30
22 H 0.29
23 C -0.34
24 H 0.43
25 H 0.66
26 H 0.31

Number 1: F_max 6.30 eV Å⁻¹. Number 2: F_max 3.82 eV Å⁻¹. Number 3: F_max 6.25 eV Å⁻¹. Number 4: F_max 5.73 eV Å⁻¹. Number 5: F_max 2.53 eV Å⁻¹. Number 6: F_max 6.71 eV Å⁻¹.